No. 1
Entry from OMol25: a 5-piece molecular cluster, C7H24N6O7 overall in a non-equilibrium geometry (ωB97M-V/def2-TZVPD).

For the relative energy (zero: lowest compared OMol25 entry of this formula, charge and spin), the calculation gives 349.0 kJ/mol. The molecular weight is 304.3 g mol⁻¹. The HOMO energy comes out at -9.31 eV. The structure (SMILES) is NC(N)=O.NC(N)=O.NC(N)=O.OCCO.OCCO. The energy comes out at -1136.283755 Ha. As for the max |F|: 0.1535 hartree/bohr. Its LUMO energy is 0.0163 Ha.

```
44
Properties=species:S:1:pos:R:3:mulliken_charge:R:1
C 1.43411 0.27788 -0.83257 0.675
O 1.79055 0.61044 -1.96275 -0.689
N 1.59560 -0.91763 -0.50326 -0.298
N 0.60627 0.95291 -0.05892 -0.338
H 1.34678 -1.06919 0.46381 0.115
H 1.73580 -1.68663 -1.14286 0.225
H 0.33875 1.89603 -0.30196 0.185
H 0.52754 0.55846 0.86753 0.125
C -0.97888 -4.24047 -3.79031 0.699
O -2.16601 -3.88055 -3.58709 -0.694
N 0.00224 -3.44632 -4.04161 -0.395
N -0.67457 -5.46627 -4.03037 -0.358
H 0.91190 -3.75315 -4.35544 0.172
H -0.26228 -2.47231 -4.07922 0.216
H 0.24801 -5.58045 -4.42525 0.148
H -1.25527 -6.24748 -3.76096 0.213
C 6.00893 -1.65957 -4.51863 0.664
O 5.39028 -2.61427 -4.25140 -0.628
N 7.30091 -1.53354 -4.68156 -0.385
N 5.42754 -0.52641 -4.43088 -0.382
H 7.59572 -0.57357 -4.78946 0.156
H 7.91387 -2.32557 -4.55091 0.214
H 4.52195 -0.54696 -3.98412 0.203
H 5.91588 0.35642 -4.47813 0.157
C -2.12178 0.49918 5.31935 -0.379
C -1.40578 -0.89041 5.11466 -0.489
O -1.02841 -1.08359 3.82695 -0.466
O -3.45970 0.53581 4.71240 -0.539
H -1.63078 1.41147 4.98059 0.295
H -2.30092 0.69632 6.37630 0.339
H -1.88854 -1.73851 5.60022 0.328
H -0.50055 -0.61745 5.65702 0.288
H -1.84722 -1.32697 3.38886 0.322
H -3.67976 1.47022 4.70528 0.292
C -4.16677 4.74649 2.22601 -0.551
C -3.02271 4.00103 1.55581 -0.198
O -1.82627 4.66200 1.61341 -0.532
O -4.38182 4.33006 3.51857 -0.479
H -5.09226 4.58847 1.67230 0.344
H -3.84729 5.78862 2.22605 0.346
H -3.31716 3.84251 0.51838 0.290
H -2.98205 2.96539 1.89328 0.193
H -1.71518 5.08761 2.46670 0.303
H -5.06065 4.92016 3.85409 0.291
```


No. 2
Entry from OMol25: a 11-piece molecular cluster, C7H26BF3N2O14 overall in a non-equilibrium geometry (ωB97M-V/def2-TZVPD).

The molecular weight is 430.1 g mol⁻¹. The HOMO energy comes out at -10.04 eV. The energy comes out at -1769.720109 Ha. As for the max |F|: 0.0816 hartree/bohr. Its LUMO energy is -0.0737 Ha.

```
53
Properties=species:S:1:pos:R:3:mulliken_charge:R:1
C -0.24637 -2.26946 2.19075 -1.976
C -0.40719 -1.35257 1.03444 1.207
C -0.96501 -1.80399 -0.16456 0.209
B -1.45381 -3.29216 -0.44094 0.648
O -0.88071 -4.41309 0.09334 -0.488
O -2.49317 -3.46761 -1.33155 -0.540
C -1.10018 -0.87962 -1.19215 -0.675
N -0.73847 0.37543 -1.22378 -1.147
N -0.18130 0.73704 -0.08012 1.388
C 0.27987 2.18705 -0.14441 0.179
O -0.38057 3.06026 0.41157 -0.562
O 1.31557 2.39438 -0.72415 -0.684
C -0.01577 0.01596 0.98926 -0.483
C 0.61552 0.54968 2.28410 1.182
F 0.99411 1.81756 2.29494 -0.234
F 1.73020 -0.17093 2.50096 -0.279
F -0.23102 0.39920 3.28987 -0.259
H -0.57733 -3.27848 2.00934 0.468
H 0.76520 -2.32257 2.56851 0.399
H -0.85246 -1.88671 3.01663 0.411
H -1.58465 -4.89931 0.54220 0.322
H -3.20941 -2.84162 -1.17438 0.318
H -1.56320 -1.22514 -2.10995 0.531
O 0.59395 -4.08235 4.02076 -0.618
H 1.10398 -3.57962 4.65829 0.342
H 0.89759 -4.98228 4.15767 0.266
O 0.01210 -2.97569 -3.50815 -0.609
H -0.47964 -3.67274 -3.06016 0.300
H 0.89715 -3.34206 -3.60791 0.311
O -2.60423 2.43454 3.02916 -0.650
H -2.10241 2.62462 2.22443 0.330
H -1.98144 1.96814 3.59293 0.321
O 2.41101 -1.83204 0.09453 -0.557
H 2.87938 -1.66193 -0.73490 0.337
H 2.42525 -0.97857 0.53703 0.262
O -1.99097 3.66363 -2.37220 -0.555
H -1.47997 4.18758 -1.74445 0.246
H -1.67998 2.76435 -2.22429 0.270
O -1.80292 5.20001 -5.34326 -0.647
H -1.89874 4.97105 -4.40996 0.346
H -1.00697 5.73911 -5.37052 0.307
O 2.39129 -4.77332 5.80937 -0.624
H 2.28361 -5.01973 6.73465 0.303
H 3.19913 -4.24738 5.80000 0.307
O 1.12277 4.27424 -3.21492 -0.642
H 0.58218 3.75594 -3.82157 0.326
H 1.17899 3.70266 -2.43164 0.373
O -1.59241 6.82370 -2.21065 -0.618
H -2.09450 6.13070 -1.77236 0.330
H -0.70770 6.45127 -2.31558 0.332
O 3.47708 -0.60640 -2.43451 -0.651
H 4.23798 -0.20565 -2.86599 0.301
H 2.93978 0.14860 -2.15929 0.328
```


No. 3
Entry from OMol25: C7H26N2OP2Tm as an isolated structure in a non-equilibrium geometry (ωB97M-V/def2-TZVPD).

The molecular weight is 385.2 g mol⁻¹. The HOMO energy (spin up / spin down) comes out at -10.27 / -10.36 eV. The energy comes out at -2234.683519 Ha. As for the max |F|: 0.0648 hartree/bohr. Its LUMO energy (spin up / spin down) is -0.1042 / -0.1045 Ha. As for the multiplicity: 3. Its net charge is +1.

```
39
Properties=species:S:1:pos:R:3:mulliken_spin:R:1
Tm -0.45294 -0.00409 -0.30769 2.026
H -2.90438 -0.43431 -0.77690 0.000
H -2.89962 0.33271 -0.77253 0.000
P 0.16499 -2.67674 -0.83624 -0.005
P 0.16331 2.68565 -0.78253 -0.005
C 0.36435 3.52098 0.82999 0.001
H 0.56063 4.60538 0.77975 0.000
H -0.53469 3.36420 1.44482 0.000
H 1.20673 3.04069 1.34942 0.000
C 1.59616 3.18222 -1.79758 0.000
H 1.49901 2.72715 -2.79001 0.000
H 1.78300 4.25694 -1.93992 0.000
H 2.48383 2.74418 -1.32788 0.000
C -1.31636 3.46337 -1.54577 0.000
H -2.18128 3.27686 -0.88358 0.000
H -1.26022 4.55272 -1.74561 0.000
H -1.50340 2.94080 -2.50082 0.000
C 1.69190 -3.15508 -1.71364 0.000
H 1.87989 -4.22332 -1.89372 0.000
H 1.70572 -2.64661 -2.68362 0.000
H 2.52876 -2.75851 -1.12934 0.000
C 0.18042 -3.58807 0.75395 0.000
H -0.77644 -3.43070 1.27782 0.000
H 0.35982 -4.67675 0.68364 0.000
H 0.97399 -3.14491 1.37649 0.000
C -1.22690 -3.40019 -1.79756 0.000
H -1.29774 -2.82809 -2.73960 0.000
H -1.15866 -4.47931 -2.04434 0.000
H -2.15990 -3.23265 -1.23022 0.000
H -0.07497 0.01044 -2.10402 -0.005
H 1.39193 0.03580 -0.51869 -0.013
N 1.09136 0.13295 3.50052 0.000
C -0.13020 0.00346 2.99553 0.000
N -1.22619 -0.14864 3.74550 0.000
O -0.30170 0.01683 1.72420 -0.001
H 1.21768 0.13049 4.52363 0.000
H 1.88011 0.20429 2.87496 0.001
H -2.11307 -0.24686 3.24942 0.000
H -1.20493 -0.15330 4.75216 0.000
```


No. 4
Entry from OMol25: C7H28B3F3HgO5S as an isolated structure in a non-equilibrium geometry (ωB97M-V/def2-TZVPD).

For the relative energy (zero: lowest compared OMol25 entry of this formula, charge and spin), the calculation gives 666.0 kJ/mol. The molecular weight is 514.4 g mol⁻¹. The HOMO energy comes out at -3.11 eV. The energy comes out at -1585.031350 Ha. As for the max |F|: 0.1074 hartree/bohr. Its LUMO energy is 0.0491 Ha. Its net charge is -2.

```
48
Properties=species:S:1:pos:R:3:mulliken_charge:R:1
Hg 0.61698 0.39906 0.06177 0.487
B -2.15706 1.23259 1.90336 0.592
H -2.21511 0.64904 0.99764 -0.432
H -2.62445 0.67852 2.70261 -0.172
H -1.13650 1.36147 2.22907 -0.291
H -2.58578 2.20499 1.71658 -0.232
B 3.02184 -0.81217 -1.63665 0.628
H 3.63049 -0.09820 -2.16958 -0.176
H 2.04990 -0.61716 -2.06271 -0.388
H 3.30140 -1.82302 -1.89020 -0.203
H 3.05078 -0.59435 -0.58026 -0.308
B 2.64319 2.70345 1.20154 0.698
H 2.75165 1.70204 1.58838 -0.346
H 1.60975 2.99778 1.29953 -0.385
H 3.39663 3.30194 1.68979 -0.172
H 2.81164 2.52566 0.15071 -0.331
C 3.19270 -2.77525 4.86597 0.571
F 4.11746 -2.64415 3.94266 -0.211
F 3.29426 -3.97582 5.45797 -0.225
F 3.32543 -1.81144 5.78821 -0.237
S 1.37640 -2.74548 4.10900 1.052
O 1.08317 -4.16403 3.74499 -0.716
O 0.37579 -2.19179 4.99101 -0.666
O 1.38808 -1.91585 2.90122 -0.558
C -1.10138 5.38808 -2.23441 -1.384
C -0.83186 4.01712 -2.84517 0.496
C 0.60086 4.06153 -3.47115 -1.329
O -0.74424 3.05879 -1.77165 -0.409
H -1.14551 6.09922 -3.05929 0.378
H -0.49037 5.68176 -1.38087 0.360
H -2.11608 5.37102 -1.83670 0.416
H -1.57319 3.72849 -3.59029 0.165
H 1.05644 3.14839 -3.85419 0.348
H 1.26085 4.56237 -2.76286 0.334
H 0.56408 4.72186 -4.33759 0.388
H -1.50650 3.28575 -1.23401 0.255
C -3.63655 -3.16304 -1.15404 -1.278
C -2.34390 -3.58583 -0.49848 0.658
C -2.04275 -5.07143 -0.64646 -1.370
O -1.21076 -2.80966 -0.94280 -0.488
H -3.50704 -3.34518 -2.22089 0.283
H -3.96555 -2.13287 -1.01766 0.306
H -4.46456 -3.72490 -0.72182 0.366
H -2.46044 -3.41572 0.57184 0.215
H -1.77755 -5.17947 -1.69817 0.363
H -2.92731 -5.68088 -0.46147 0.353
H -1.17324 -5.44608 -0.10638 0.319
H -0.78199 -3.15719 -1.72828 0.275
```


No. 5
Entry from OMol25: a 8-piece molecular cluster, C7H28BF4O7 overall in a non-equilibrium geometry (ωB97M-V/def2-TZVPD).

For the relative energy (zero: lowest compared OMol25 entry of this formula, charge and spin), the calculation gives 21.6 kJ/mol. The molecular weight is 311.1 g mol⁻¹. The HOMO energy comes out at -5.78 eV. The energy comes out at -1234.658690 Ha. As for the max |F|: 0.0480 hartree/bohr. Its LUMO energy is 0.0883 Ha. Its net charge is -1.

```
47
Properties=species:S:1:pos:R:3:mulliken_charge:R:1
B -0.12166 -0.14755 -0.67843 0.468
F 0.22460 -0.16654 -2.03571 -0.375
F -0.77089 -1.33802 -0.36307 -0.425
F 1.11717 -0.16295 0.01882 -0.470
F -0.81310 1.02837 -0.35972 -0.356
C 0.41243 0.72333 3.08458 -0.458
O 0.69121 2.09858 3.33523 -0.556
H -0.64168 0.54594 3.31966 0.255
H 0.56911 0.52621 2.02520 0.169
H 1.05297 0.14698 3.74966 0.315
H -0.09330 2.62038 3.15552 0.327
C 0.89138 4.00505 -0.57938 -0.249
O 0.49353 5.20513 -1.26988 -0.580
H 1.48077 4.31759 0.28373 0.258
H -0.02438 3.45439 -0.37073 0.137
H 1.51285 3.46043 -1.28610 0.160
H -0.08753 5.72436 -0.71114 0.290
C 4.74380 -0.07524 -0.60085 -0.657
O 3.53013 -0.81023 -0.66803 -0.293
H 4.98071 0.04838 0.46493 0.270
H 5.55322 -0.69921 -0.98452 0.208
H 4.76611 0.90883 -1.07645 0.246
H 2.88402 -0.17045 -0.32252 0.261
C -3.73937 -1.68680 -1.03693 -0.378
O -5.16958 -1.61541 -1.11924 -0.568
H -3.43900 -2.43662 -1.76523 0.256
H -3.20326 -0.76006 -1.24795 0.139
H -3.56842 -1.96821 0.00539 0.234
H -5.41324 -0.82776 -0.62488 0.293
C -3.05960 2.10030 2.18930 -0.218
O -3.47050 3.44665 2.08671 -0.507
H -3.15751 1.65466 3.18806 0.332
H -3.56360 1.33522 1.58952 0.226
H -2.00849 1.91761 1.96608 -0.142
H -4.36738 3.47859 2.43011 0.295
C 1.14888 -2.60112 -3.84018 -0.738
O 1.51816 -2.25259 -2.52904 -0.428
H 1.44354 -3.63130 -4.03855 0.244
H 0.07759 -2.44784 -4.01968 0.242
H 1.59594 -1.97195 -4.62330 0.256
H 1.02717 -1.42780 -2.28881 0.535
C 0.82167 -3.93678 1.16272 -0.689
O 1.21250 -3.12185 0.04741 -0.371
H 0.72138 -3.16352 1.93336 0.217
H -0.11200 -4.45051 0.92137 0.226
H 1.68675 -4.56001 1.38642 0.214
H 0.66692 -2.31664 0.09655 0.384
```


No. 6
Entry from OMol25: a 8-piece molecular cluster, C7H28ClN8O7 overall in a non-equilibrium geometry (ωB97M-V/def2-TZVPD).

For the relative energy (zero: lowest compared OMol25 entry of this formula, charge and spin), the calculation gives 236.5 kJ/mol. The molecular weight is 371.8 g mol⁻¹. The HOMO energy comes out at -5.02 eV. The energy comes out at -1708.529357 Ha. As for the max |F|: 0.1732 hartree/bohr. Its LUMO energy is 0.0747 Ha. Its net charge is -1.

```
51
Properties=species:S:1:pos:R:3:mulliken_charge:R:1
Cl 8.13235 10.48794 14.06391 -0.989
C 12.45386 10.99456 18.98824 -0.411
O 11.62742 11.88118 18.16422 -0.523
H 12.19612 11.06338 20.04509 0.209
H 12.17959 10.00576 18.62060 0.183
H 13.51412 11.12902 18.77408 0.213
H 11.00339 11.44840 17.57695 0.329
C 9.22326 16.56076 12.14770 -0.432
O 9.09803 16.30260 13.49968 -0.517
H 9.03470 17.60653 11.90500 0.199
H 10.21142 16.28172 11.78195 0.201
H 8.50382 15.84775 11.74506 0.218
H 8.91252 15.37168 13.64310 0.331
C 10.90085 5.58250 15.35183 -0.457
O 9.77874 5.52908 14.50491 -0.512
H 10.95882 4.59318 15.80568 0.199
H 11.82392 5.83630 14.83066 0.221
H 10.66878 6.29359 16.14467 0.226
H 9.57357 6.42068 14.21413 0.322
C 5.53460 9.32950 7.99136 0.647
O 5.98371 8.90681 6.95832 -0.656
N 4.37498 8.97925 8.49676 -0.377
N 6.10786 10.27286 8.69278 -0.387
H 3.87572 8.24388 8.01710 0.208
H 4.09146 9.34889 9.39290 0.166
H 7.00919 10.51301 8.30541 0.211
H 5.87777 10.58654 9.62485 0.186
C 4.98624 13.79558 19.66677 0.650
O 5.68154 13.04914 20.39774 -0.685
N 4.96810 13.73793 18.39854 -0.343
N 4.12135 14.67852 20.11323 -0.373
H 4.28528 14.23063 17.84078 0.161
H 5.52520 13.07676 17.87643 0.221
H 3.55570 15.24104 19.49380 0.157
H 4.06191 14.90106 21.09662 0.210
C 2.19630 11.93259 13.23088 0.677
O 1.02106 12.21161 12.98640 -0.682
N 2.64890 10.87458 13.87990 -0.380
N 3.26578 12.62165 12.93246 -0.381
H 3.64084 10.72354 13.99537 0.172
H 1.98605 10.31609 14.39840 0.207
H 3.14119 13.47539 12.40739 0.204
H 4.16689 12.18340 13.05918 0.180
C 14.08515 10.87625 12.51853 0.640
O 15.24107 10.59109 12.35402 -0.700
N 13.18546 10.04331 12.34009 -0.361
N 13.66744 12.05336 12.86251 -0.369
H 13.46684 9.27966 11.74196 0.237
H 12.21614 10.32693 12.33111 0.192
H 12.66549 12.06510 12.98928 0.165
H 14.27912 12.84914 12.97508 0.195
```